# 1
Here is an isolated molecule of C3H4N2 from OMol25. Energies are from the ωB97M-V functional and the def2-TZVPD basis.

The SMILES is N#C[C@H]1CN1. For the LUMO energy, the calculation gives 0.820 eV. For the calculated total energy, the calculation gives -226.1660 Ha. Its HOMO-LUMO gap is 11.1 eV. As for the strongest force on any atom: 1.12 eV Å⁻¹. The HOMO energy comes out at -10.32 eV.

Each line ends with the Mulliken charge.
Cartesian coordinates (Å):
N -0.27157 -0.23148 1.18740  -0.52
N -1.54801 0.99738 -2.03527  -0.38
C -0.27963 -0.39452 -0.26349  0.07
C -0.93680 0.50330 -1.18552  0.11
C 0.97995 -0.09430 0.45786  -0.33
H -0.44159 -1.41625 -0.59228  0.29
H 1.66458 -0.92883 0.55637  0.22
H 1.44894 0.88434 0.39493  0.27
H -0.61587 0.68036 1.48000  0.26

***

# 2
Here is an isolated molecule of C2H5NS from OMol25. Energies are from the ωB97M-V functional and the def2-TZVPD basis.

The SMILES is CC(N)=S. For the LUMO energy, the calculation gives 0.399 eV. For the calculated total energy, the calculation gives -532.0427 Ha. Its HOMO-LUMO gap is 8.7 eV. As for the strongest force on any atom: 10.51 eV Å⁻¹. The HOMO energy comes out at -8.32 eV.

Each line ends with the Mulliken charge.
Cartesian coordinates (Å):
S -0.58831 1.80757 -1.14037  -0.30
N 0.69997 0.54345 0.83033  -0.56
C -0.31163 -0.84934 -0.60509  -0.84
C -0.15424 0.62780 -0.13262  0.32
H -1.40201 -1.31803 -0.49680  0.22
H 0.78773 -1.11605 0.05634  0.28
H 0.55394 1.32899 1.66355  0.30
H 0.00908 -0.78801 -1.66378  0.26
H 0.40548 -0.23639 1.48844  0.33

***

# 3
Here is a cluster of 14 separate species, C23H65N2O14 in total from OMol25. Energies are from the ωB97M-V functional and the def2-TZVPD basis.

For the LUMO energy, the calculation gives 1.728 eV. For the calculated total energy, the calculation gives -2077.7615 Ha. Its HOMO-LUMO gap is 3.9 eV. As for the net charge: -1. As for the strongest force on any atom: 4.55 eV Å⁻¹. The HOMO energy comes out at -2.17 eV.

Each line ends with the Mulliken charge.
Cartesian coordinates (Å):
O 1.12802 5.31907 -3.96631  -0.52
O 4.07486 1.72467 0.19001  -0.43
O 1.61222 -6.95331 0.16808  -0.43
O 0.95323 -6.93580 -3.99063  -0.52
O -4.82223 -2.23289 0.78789  -0.72
O -3.21974 -5.08490 1.56693  -0.50
O 5.46392 4.94125 -4.44445  -0.52
O 5.41085 -7.64912 0.08273  -0.52
O 1.27833 2.70253 -0.50015  -0.36
O -3.24008 1.17945 5.39903  -0.39
O -2.96680 -2.02231 -3.59929  -0.47
O 0.58499 3.49704 4.47178  -0.54
O 2.30030 7.94895 -6.72441  -0.51
O -5.36060 -0.94304 5.73586  -0.46
N -2.00735 1.89482 2.84004  -0.15
N -3.41871 0.83852 0.60191  -0.64
C 2.22892 6.18956 -4.20202  -0.14
C -1.61104 2.31612 1.45963  -0.73
C 4.83395 0.95661 1.11106  -0.55
C -1.52658 -1.99283 1.82858  -0.10
C 0.30472 4.74381 3.86327  -0.37
C -3.46773 -5.04597 2.96028  -0.45
C 1.97753 9.30430 -6.99886  -0.55
C -5.87495 -1.20837 7.03195  -0.66
C -3.23931 -0.77615 -4.22327  -0.68
C -0.24461 -3.29301 -0.74528  -0.65
C -2.00934 1.21369 0.32432  0.24
C 5.59953 -6.26535 -0.16502  -0.48
C 0.53048 -3.12910 0.57846  -0.38
C -3.93345 -0.13982 -0.37785  -0.05
C 1.79963 -6.87339 1.57347  -0.64
C -3.03993 1.24364 6.79910  -0.59
C -0.04847 -2.51157 1.88199  -1.01
C 0.95600 4.05714 -0.77755  -0.47
C -3.81985 -1.59041 0.34088  -0.11
C 0.87944 -5.60733 -4.48665  -0.36
C -2.30466 -2.14092 0.49235  0.51
C 5.43870 3.55087 -4.73543  -0.53
C -1.70143 -2.77977 -0.79393  0.25
H -4.05163 -0.27011 -3.69633  0.28
H -3.02233 0.23264 7.21621  0.22
H -6.02571 -0.42246 5.26601  0.28
H 0.93936 9.48224 -6.71787  0.23
H 5.34966 -5.69487 0.73333  0.22
H 2.62721 9.96334 -6.41719  0.26
H -2.15956 3.27756 1.14001  0.06
H -3.77460 -2.54941 -3.64965  0.26
H 3.22205 7.81740 -6.98115  0.27
H 2.20062 2.56971 -0.75936  0.18
H 1.86686 -5.14106 -4.43644  0.23
H 2.75388 -6.38498 1.77595  0.17
H -3.84403 1.82391 7.26144  0.24
H 4.84587 1.45408 2.08399  0.26
H 0.18007 -3.74996 -1.70690  0.22
H -0.48118 2.47558 1.43898  0.16
H 0.52888 -2.41737 2.86472  0.30
H 4.50314 2.58689 0.11726  0.27
H 0.01871 4.58578 2.82023  0.09
H 2.10238 9.50473 -8.06611  0.24
H -3.51665 -0.93987 -5.26850  0.28
H 2.02183 6.81789 -5.07298  0.20
H 1.61566 -3.48722 0.60006  0.39
H -1.89177 1.66412 -0.74287  0.14
H -0.22643 2.96696 4.42129  0.30
H 1.81030 -7.88045 1.99924  0.32
H 0.99161 -6.28719 2.01772  0.29
H -5.14376 -1.79689 7.58661  0.23
H -4.09140 0.74368 5.25215  0.28
H 4.47942 -7.77306 0.30860  0.30
H 0.76294 -7.38815 0.01914  0.29
H -2.08453 1.73163 6.99593  0.24
H 1.02424 4.77180 -4.75436  0.27
H -3.02328 1.82797 2.95324  0.20
H -2.99429 -5.91174 3.42670  0.24
H -2.34231 -0.15818 -4.18069  0.24
H 6.64467 -6.09267 -0.42368  0.25
H -0.50590 5.24128 4.40270  0.23
H 2.37191 6.82314 -3.32518  0.26
H 3.13314 5.60066 -4.37351  0.01
H -6.80676 -1.77373 6.95015  0.30
H 5.85569 0.83896 0.73963  0.24
H 0.54647 -5.63647 -5.52448  0.25
H -1.51572 1.04807 3.14827  0.19
H -2.32787 -2.83681 -1.75114  0.18
H 5.89559 5.04512 -3.58735  0.29
H -3.04547 -4.13084 3.38438  0.14
H -2.04353 -1.49891 2.71077  0.68
H -3.21312 -0.19028 -1.28824  -0.06
H -1.25216 0.35534 0.39138  -0.08
H 1.24948 -6.88143 -3.07276  0.31
H 1.07930 4.25329 -1.84550  0.24
H 4.37237 -0.02544 1.21390  0.19
H 4.87370 3.02248 -3.96353  0.23
H 1.19966 5.36708 3.90314  0.25
H 1.61027 4.71640 -0.19791  0.23
H 6.46026 3.16454 -4.78010  0.29
H -0.08156 4.23821 -0.49441  0.20
H -4.54500 -5.07987 3.14483  0.26
H -3.64990 -4.30647 1.17931  0.29
H 4.96387 -5.95219 -0.99705  0.22
H 4.95492 3.40244 -5.70112  0.21
H -5.00314 0.09624 -0.71402  0.32
H 0.16364 -5.03289 -3.89333  0.10
H -6.05480 -0.26687 7.55792  0.27

***

# 4
Here is a structure of composition C39H40N2O8PRh from OMol25. Energies are from the ωB97M-V functional and the def2-TZVPD basis.

For the LUMO energy (alpha / beta), the calculation gives -0.950 / -0.950 eV. For the calculated total energy, the calculation gives -2673.4812 Ha. Its HOMO-LUMO gap (alpha / beta) is 7.8 / 7.8 eV. As for the strongest force on any atom: 0.80 eV Å⁻¹. The HOMO energy (alpha / beta) comes out at -8.74 / -8.74 eV.

Each line ends with the Mulliken charge.
Cartesian coordinates (Å):
Rh 0.98860 1.12259 1.04565  0.53
P 2.30549 0.02953 2.69210  2.23
O 1.52324 6.95268 2.00304  -0.53
O -1.64299 -2.79842 0.34031  -0.44
O 2.07992 4.49109 3.19539  -0.83
O 0.47659 7.64008 0.17201  -0.59
O 1.49613 2.44090 2.53914  -0.59
O -2.97586 -0.96748 0.05772  -0.55
O 0.04395 0.96287 -0.62185  0.06
O 0.83333 -0.94473 1.08388  -0.32
N 0.34385 3.56221 -0.83921  -0.11
N 0.85373 3.09288 0.28947  -0.03
C -1.73118 -0.00755 -5.08885  -0.75
C -3.88580 3.54417 -0.80812  -1.06
C 3.04652 0.99958 4.03422  -1.47
C 3.28512 -0.39415 -2.44936  -1.10
C 1.48400 -1.52507 -1.28254  0.39
C -2.91781 3.35903 1.37295  -1.07
C -3.17952 -2.26675 2.08632  -1.66
C -0.62652 0.65316 -4.57699  -1.04
C 1.26257 -2.26038 -2.44793  -0.13
C -3.98123 -3.10709 -0.16433  -1.76
C 1.41591 -1.20189 3.68733  -1.32
C -3.12666 2.45839 -1.23574  -0.58
C 2.06960 -3.43453 1.33906  0.28
C -1.47647 0.40419 -2.32699  0.43
C -2.71046 -0.46509 -4.21708  -1.13
C 2.01499 -2.05690 -3.59327  -0.93
C 0.50097 -4.37797 -0.17673  -0.34
C 2.52275 -4.70433 1.67361  -1.35
C 1.05251 -3.24010 0.41674  0.47
C -2.95520 -2.29062 0.58714  1.33
C -0.49866 0.85322 -3.20835  -0.53
C 0.80265 5.32661 0.38844  0.01
C 0.63262 -1.81477 -0.01796  2.02
C 0.91316 6.73971 0.83753  0.27
C -0.89041 -1.81062 -0.36742  -0.35
C 0.28732 4.90127 -0.82586  -0.50
C 1.96446 -5.82209 1.07850  -0.66
C 1.13911 4.13345 1.04104  -0.20
C 3.03242 -1.11475 -3.60492  -0.88
C -2.16862 2.27733 0.94448  -0.03
C 3.79623 -0.66382 1.92173  -1.60
C 1.62576 3.71631 2.36966  0.93
C 2.52052 -0.60219 -1.30887  0.15
C -1.62282 -0.55300 0.05110  -0.20
C 0.95099 -5.64731 0.14675  -1.11
C -3.77745 4.00563 0.49187  -0.67
C -1.34098 0.65991 -0.82298  1.90
C -2.58749 -0.25810 -2.85139  0.39
C -2.24088 1.82254 -0.37366  0.50
H 0.03711 2.90094 -1.54137  -0.05
H -3.71726 -3.13703 -1.22158  0.41
H 3.61485 0.29352 4.64562  0.45
H -1.50825 1.78842 1.65041  0.17
H 3.62276 -0.95192 -4.49757  0.39
H 0.40721 1.30376 -2.82575  0.13
H 0.15659 0.99965 -5.23966  0.42
H 1.77573 6.11885 2.47257  0.42
H 0.92668 -0.66197 4.49950  0.52
H -3.05901 -3.27007 2.49513  0.37
H 1.80148 -2.63935 -4.48059  0.45
H -3.57948 -0.98561 -4.60010  0.46
H -2.83186 3.69961 2.39746  0.48
H 4.51270 0.15392 1.83101  0.39
H 4.07912 0.34274 -2.42771  0.47
H 2.51872 -2.58088 1.81209  -0.33
H 3.31947 -4.81384 2.39939  0.45
H 2.74487 -0.00880 -0.43564  0.07
H -1.82684 -0.16981 -6.15476  0.41
H 2.27604 1.46900 4.63996  0.41
H 2.14275 -1.89085 4.12286  0.44
H -4.35981 4.85592 0.82220  0.43
H -3.36471 -0.60221 -2.18361  0.71
H -4.00969 -4.12562 0.22260  0.37
H -4.56088 4.02869 -1.50203  0.44
H 0.49686 -6.50618 -0.33133  0.42
H -2.44564 -1.61210 2.55739  0.26
H -3.22005 2.12501 -2.26017  0.41
H -1.31683 -0.27900 1.06224  0.22
H 0.48482 -3.01140 -2.47766  0.24
H 0.69081 -1.75091 3.10226  0.07
H 3.60036 -1.07936 0.93907  0.44
H -4.18178 -1.90499 2.31677  0.39
H 2.30988 -6.81491 1.33576  0.42
H -0.11315 5.46484 -1.65110  0.57
H -4.97000 -2.66102 -0.05442  0.40
H -0.30135 -4.28896 -0.89206  0.31
H 3.70472 1.77687 3.65500  0.42
H -1.01526 -1.96016 -1.44106  0.64
H 4.23032 -1.43439 2.56215  0.42

***

Q: Which of these has the highest calculated total energy?
A: C3H4N2

***

Q: Which value of strongest force on any atom does entry 4 give?
A: 0.80 eV Å⁻¹

***

Q: What is the formula in the third record?
A: C23H65N2O14

***

Q: The highest calculated total energy belongs to which entry?
A: C3H4N2